This record from the OMol25 dataset describes 6 unconnected molecules or ions with the total composition H12O6 at a distorted geometry. The level of theory is ωB97M-V with the def2-TZVPD basis set.

For the LUMO energy, the calculation gives -0.25 eV. The calculation puts the largest force on an atom at 2.23 eV Å⁻¹. For the HOMO energy, the calculation gives -10.82 eV.

Structure (ORCA input):
```
! RIJCOSX wB97M-V def2-TZVPD def2/J DEFGRID3
* xyz 0 1
O -32.4210 -7.6760 -16.3070
H -32.5660 -8.2830 -15.5230
H -31.6920 -8.0840 -16.7780
O -32.4000 -5.2360 -15.2580
H -32.5050 -6.1420 -15.5460
H -31.4590 -5.1400 -15.2710
O -29.6560 -6.2040 -20.7510
H -29.5840 -5.2470 -20.7720
H -30.0670 -6.3620 -19.9020
O -31.1560 -5.9990 -18.3730
H -30.8640 -5.8850 -17.4820
H -32.0260 -6.3140 -18.2560
O -31.9280 -3.3970 -19.3330
H -31.3750 -3.4840 -20.1450
H -31.7040 -4.2380 -18.9050
O -29.8790 -5.6310 -15.8570
H -29.8380 -6.3200 -15.2140
H -29.3340 -4.9920 -15.4450
*
```

The net atomic charges from Mulliken, expressed in e, are: O -0.667; H 0.311; H 0.314; O -0.702; H 0.376; H 0.403; O -0.632; H 0.273; H 0.395; O -0.737; H 0.366; H 0.338; O -0.650; H 0.303; H 0.404; O -0.702; H 0.312; H 0.292